C30H45BrCoN2P2S | wB97M-V/def2-TZVPD

Positions of all 82 atoms, in Å:
N 1.1307 5.5502 -4.4908
C 2.0193 5.7618 -3.5146
C 2.9498 4.7938 -3.0947
C 3.0038 3.5493 -3.7569
C 2.0362 3.3409 -4.7799
C 1.1773 4.3890 -5.1457
C 3.8836 2.4898 -3.3210
Co 0.3661 -1.5444 0.0202
P -1.7205 -2.7732 2.7611
C 3.6332 1.1878 -3.6752
C 3.3710 0.1769 -2.7065
C 2.6554 -0.9633 -3.1282
C 1.9462 -1.7462 -2.2077
C 1.9281 -1.2277 -0.9063
C 2.9829 -0.4675 -0.4125
C 3.6167 0.3880 -1.3165
Br -0.0637 -3.7553 0.3798
H 4.7557 2.7164 -2.6989
H 3.4197 0.9177 -4.7093
H 3.5807 4.9173 -2.2109
H 1.9346 2.3677 -5.2661
H 1.9791 6.7115 -2.9828
H 0.4705 4.2358 -5.9625
H 2.6640 -1.1594 -4.2050
H 4.2395 1.2349 -1.0129
H 1.4409 -2.6757 -2.4487
H 3.3159 -0.6481 0.6100
P -1.4139 -0.8506 -1.1476
C -0.2009 -2.9224 3.8637
C -0.0457 -4.0557 4.8550
H -0.1555 -1.9619 4.3955
H 0.6565 -2.9414 3.1710
H 0.7262 -3.7829 5.5827
H -0.9508 -4.2554 5.4339
H 0.3012 -4.9713 4.3752
C -2.6612 -4.3415 2.5039
C -2.4074 -5.5736 3.3523
H -2.4378 -4.6001 1.4585
H -3.7207 -4.0722 2.5608
H -2.7393 -6.4357 2.7640
H -1.3543 -5.7397 3.6027
H -3.0068 -5.5935 4.2666
C -2.8324 -1.7245 3.7691
C -3.2413 -2.2769 5.1242
H -3.7203 -1.5349 3.1536
H -2.3158 -0.7594 3.8773
H -4.0973 -1.7055 5.4993
H -3.5514 -3.3242 5.0523
H -2.4445 -2.1702 5.8712
C -2.5419 0.3705 -0.3772
C -3.5272 -0.1129 0.6956
H -3.0839 0.8317 -1.2235
H -1.8782 1.1446 0.0493
H -4.4094 0.5494 0.6922
H -3.8726 -1.1468 0.5429
H -3.0897 -0.0547 1.7032
C -2.4446 -2.2565 -1.6845
C -1.6859 -3.2680 -2.5401
H -3.2809 -1.8034 -2.2476
H -2.8514 -2.7242 -0.7735
H -2.3783 -3.7934 -3.2045
H -0.9078 -2.8022 -3.1541
H -1.2069 -4.0154 -1.9036
C -0.8646 -0.0643 -2.7140
C -0.4619 1.4116 -2.5626
H -1.6930 -0.2081 -3.4296
H -0.0132 -0.6503 -3.0921
H -0.1209 1.7984 -3.5372
H -1.3092 2.0354 -2.2258
H 0.3683 1.5224 -1.8401
S 0.4704 -0.2568 1.7750
C 1.0251 1.3491 1.3708
N 0.0842 2.2822 0.9944
C 0.4357 3.4913 0.4524
C 1.7686 3.8342 0.3505
C 2.7470 2.9174 0.7459
C 2.3656 1.6987 1.2803
H -0.9026 2.0334 1.0984
H -0.3965 4.1407 0.1912
H 2.0419 4.8321 0.0154
H 3.7963 3.1651 0.6640
H 3.1034 0.9499 1.5476

Summary:
* HOMO-LUMO gap (spin up / spin down): 6.23 / 5.09 eV
* net charge: +2
* 2S+1: 4
* ⟨S²⟩: 4.162

=====

C30H45BrGdO2P2 | wB97M-V/def2-TZVPD

Positions of all 81 atoms, in Å:
Gd 1.6671 -0.2822 0.1479
C -0.8465 -1.2014 2.1399
C -0.5552 -2.2415 1.2122
C 1.2641 -1.9974 2.6134
C 0.2700 -1.0558 3.0073
C 0.7793 -2.7057 1.4706
C -2.1657 -0.5589 2.3755
H -2.9053 -0.8225 1.6098
H -2.0753 0.5362 2.3981
H -2.5743 -0.8799 3.3493
C 0.2827 -0.2567 4.2500
H -0.0167 0.7780 4.0315
H 1.2819 -0.2236 4.7045
H -0.4186 -0.6575 5.0064
C 2.4717 -2.3240 3.3989
H 2.2261 -2.5213 4.4569
H 3.1785 -1.4816 3.3771
H 2.9804 -3.2152 3.0085
C 1.4072 -3.9122 0.8734
H 1.9550 -4.4812 1.6344
H 2.1328 -3.6715 0.0898
H 0.6437 -4.5608 0.4251
C -1.5430 -2.9435 0.3527
H -1.7686 -3.9570 0.7362
H -1.1773 -3.0824 -0.6776
H -2.4917 -2.3904 0.3099
C -3.3262 2.2045 -0.7014
C -4.3266 1.4614 -1.2034
C -4.2661 0.5302 -2.3758
C -3.2675 0.9699 -3.4915
C -1.9301 0.1762 -3.2951
C -1.9411 -0.3054 -1.9193
C -1.4107 0.5449 -0.8182
C -1.8633 2.0150 -0.9561
H -5.2643 0.4379 -2.8220
H -3.0656 2.0471 -3.4582
H -4.0297 -0.5061 -2.0499
H -1.5676 2.3579 -1.9554
H -3.5597 3.0500 -0.0450
H -5.3379 1.5449 -0.7746
H -1.2585 2.6033 -0.2473
H -1.7408 0.1266 0.1375
H -1.9230 -1.3990 -1.7603
H -0.2868 0.6012 -0.7283
H -3.6737 0.7162 -4.4872
H -1.9656 -0.6902 -3.9819
P -0.2028 0.9186 -3.6275
C -0.3475 2.6996 -3.9881
C -0.0586 0.2167 -5.3235
P 0.9497 -1.4280 -2.0024
C 1.2926 0.2656 -2.8078
C 0.3204 -2.4382 -3.3851
C 2.6716 -1.9719 -1.6673
H 0.1884 3.3502 -3.2874
H -1.3862 3.0538 -4.0384
H 0.0948 2.8931 -4.9760
H 0.3013 0.9959 -5.9972
H -1.0232 -0.1569 -5.6840
H 0.6537 -0.6133 -5.3766
H 3.1238 -1.8626 -2.6603
H 2.6426 -3.0345 -1.3921
H 3.2964 -1.4005 -0.9192
H 1.7242 1.0557 -2.1399
H 2.0572 0.0994 -3.5931
H 0.4813 -3.5222 -3.2198
H 0.8247 -2.1932 -4.3342
H -0.7672 -2.3024 -3.5083
Br -0.2140 3.0071 2.5795
C 1.4603 3.0777 3.5456
C 1.4827 3.6733 4.8044
C 2.5916 3.5084 5.6406
C 3.6888 2.7515 5.2100
C 3.7020 2.2061 3.9286
C 2.6161 2.4195 3.0798
C 2.5541 1.6110 1.8621
O 1.9556 1.9684 0.7878
O 3.0427 0.4079 1.9192
H 0.6184 4.2354 5.1371
H 2.5922 3.9595 6.6300
H 4.5424 2.5790 5.8706
H 4.5322 1.5940 3.5644

Summary:
* HOMO-LUMO gap (spin up / spin down): 4.64 / 5.31 eV
* net charge: +1
* 2S+1: 8
* ⟨S²⟩: 16.114

=====

In the order shown, the computed energy relative to the best compared isomer or geometry (same formula, charge and spin) values come out to 2.602; 8.126 eV.